Record 1
DFT (ωB97M-V with the def2-TZVPD basis set) results for an isolated molecule of C2H3NO2 in a non-equilibrium geometry.

```
8
Properties=species:S:1:pos:R:3:nbo_charge:R:1
C -1.06 -0.23 0.22 -0.697
C 0.27 -0.02 -0.30 0.467
N 1.33 -0.61 -0.59 -0.160
O 2.21 0.42 -0.38 -0.090
O 1.15 1.32 0.05 -0.286
H -0.90 -1.23 0.56 0.258
H -1.16 0.51 0.95 0.263
H -1.85 -0.16 -0.51 0.247
```

- frontier orbital gap (eV) = 11.191
- SMILES = Cc1noo1
- energy relative to the best compared isomer or geometry (same formula, charge and spin) (kcal per mole) = 141.14
- molar mass (g mol⁻¹) = 73.1
- E_tot (Ha) = -283.03309
- LUMO energy (hartree) = 0.0277


Record 2
DFT (ωB97M-V with the def2-TZVPD basis set) results for an isolated molecule of C2H4FN in a non-equilibrium geometry.

```
8
Properties=species:S:1:pos:R:3:nbo_charge:R:1
C -0.79 -0.66 0.12 -0.667
C 0.29 0.36 -0.04 0.057
N 1.55 0.17 -0.16 -0.024
F 2.22 1.39 -0.39 -0.268
H -1.04 -0.70 1.31 0.246
H -0.36 -1.65 -0.24 0.238
H -1.62 -0.30 -0.53 0.236
H -0.24 1.38 -0.07 0.183
```

- frontier orbital gap (eV) = 11.987
- SMILES = C/C=N/F
- energy relative to the best compared isomer or geometry (same formula, charge and spin) (kcal per mole) = 52.83
- molar mass (g mol⁻¹) = 61.1
- E_tot (Ha) = -233.12700
- LUMO energy (hartree) = 0.0348


Record 3
DFT (ωB97M-V with the def2-TZVPD basis set) results for an isolated molecule of C2HCl2F in a non-equilibrium geometry.

```
6
Properties=species:S:1:pos:R:3:nbo_charge:R:1
F 0.10 1.56 -0.02 -0.280
C -0.50 0.42 0.07 0.309
Cl -2.16 0.08 -0.11 0.051
C 0.37 -0.61 0.02 -0.255
Cl 2.03 0.12 -0.11 -0.038
H 0.17 -1.57 0.16 0.213
```

- frontier orbital gap (eV) = 10.203
- SMILES = F/C(Cl)=C\Cl
- energy relative to the best compared isomer or geometry (same formula, charge and spin) (kcal per mole) = 25.75
- molar mass (g mol⁻¹) = 114.9
- E_tot (Ha) = -1096.98851
- LUMO energy (hartree) = 0.0242


The highest energy relative to the best compared isomer or geometry (same formula, charge and spin) belongs to which entry? C2H3NO2


Please write out number 1 again, unchanged.
DFT (ωB97M-V with the def2-TZVPD basis set) results for an isolated molecule of C2H3NO2 in a non-equilibrium geometry.

```
8
Properties=species:S:1:pos:R:3:nbo_charge:R:1
C -1.06 -0.23 0.22 -0.697
C 0.27 -0.02 -0.30 0.467
N 1.33 -0.61 -0.59 -0.160
O 2.21 0.42 -0.38 -0.090
O 1.15 1.32 0.05 -0.286
H -0.90 -1.23 0.56 0.258
H -1.16 0.51 0.95 0.263
H -1.85 -0.16 -0.51 0.247
```

- frontier orbital gap (eV) = 11.191
- SMILES = Cc1noo1
- energy relative to the best compared isomer or geometry (same formula, charge and spin) (kcal per mole) = 141.14
- molar mass (g mol⁻¹) = 73.1
- E_tot (Ha) = -283.03309
- LUMO energy (hartree) = 0.0277


Among the records above, which one has the highest energy relative to the best compared isomer or geometry (same formula, charge and spin)? C2H3NO2